Entry from OMol25: 10 unconnected molecules or ions with the total composition C38H86F6N10O18S6 in a non-equilibrium geometry (ωB97M-V/def2-TZVPD).

Output
Charge: +4
Frontier orbital gap (Eh): 0.1457

Bonds (Å) are listed after each position.
CARTESIAN COORDINATES (ANGSTROEM)
1 C 2.880 -2.628 2.108  C2 1.509, H8 1.090, H9 1.090, H10 1.090
2 C 4.017 -2.441 3.084  C1 1.509, O3 1.203, N4 1.510
3 O 5.074 -1.929 2.822  C2 1.203
4 N 3.786 -2.948 4.487  C2 1.510, H5 1.010, H6 1.010, C7 1.567
5 H 3.702 -2.151 5.101  N4 1.010
6 H 2.996 -3.523 4.744  N4 1.010
7 C 5.112 -3.641 4.948  N4 1.567, H11 1.090, H12 1.090, H13 1.090
8 H 2.377 -3.579 2.280  C1 1.090
9 H 3.427 -2.508 1.173  C1 1.090
10 H 2.156 -1.822 2.222  C1 1.090
11 H 4.979 -3.974 5.978  C7 1.090
12 H 5.912 -2.933 4.729  C7 1.090
13 H 5.292 -4.406 4.193  C7 1.090
14 C -2.161 -4.539 -3.539  C15 1.543, H21 1.090, H22 1.090, H23 1.090
15 C -1.967 -3.742 -2.232  C14 1.543, O16 1.239, N17 1.591
16 O -1.962 -2.505 -2.298  C15 1.239
17 N -1.902 -4.465 -0.817  C15 1.591, H18 1.010, H19 1.010, C20 1.495
18 H -2.800 -4.209 -0.432  N17 1.010
19 H -1.891 -5.466 -0.951  N17 1.010
20 C -0.732 -4.056 0.021  N17 1.495, H24 1.090, H25 1.090, H26 1.090
21 H -3.196 -4.862 -3.660  C14 1.090
22 H -1.564 -5.444 -3.646  C14 1.090
23 H -2.165 -3.889 -4.414  C14 1.090
24 H 0.129 -4.403 -0.551  C20 1.090
25 H -0.898 -4.612 0.944  C20 1.090
26 H -0.630 -2.986 0.197  C20 1.090
27 C 6.373 0.770 -1.593  C28 1.499, H34 1.090, H35 1.090, H36 1.090
28 C 5.729 0.658 -0.244  C27 1.499, O29 1.246, N30 1.538
29 O 6.204 -0.028 0.682  C28 1.246
30 N 4.771 1.813 0.091  C28 1.538, H31 1.010, H32 1.010, C33 1.514
31 H 4.811 2.471 -0.674  N30 1.010
32 H 3.794 1.607 0.244  N30 1.010
33 C 5.200 2.412 1.414  N30 1.514, H37 1.090, H38 1.090, H39 1.090
34 H 5.758 0.143 -2.240  C27 1.090
35 H 7.407 0.436 -1.670  C27 1.090
36 H 6.465 1.792 -1.959  C27 1.090
37 H 4.482 3.215 1.584  C33 1.090
38 H 6.224 2.717 1.201  C33 1.090
39 H 4.997 1.761 2.264  C33 1.090
40 C 0.586 6.962 6.284  C41 1.517, H47 1.090, H48 1.090, H49 1.090
41 C 0.684 5.730 5.404  C40 1.517, O42 1.233, N43 1.544
42 O -0.296 5.246 4.833  C41 1.233
43 N 2.087 5.123 5.187  C41 1.544, H44 1.010, H45 1.010, C46 1.492
44 H 2.725 5.893 5.045  N43 1.010
45 H 2.296 4.724 6.091  N43 1.010
46 C 2.152 4.129 4.076  N43 1.492, H50 1.090, H51 1.090, H52 1.090
47 H -0.474 7.083 6.505  C40 1.090
48 H 0.986 7.743 5.637  C40 1.090
49 H 1.179 6.879 7.195  C40 1.090
50 H 1.454 4.496 3.324  C46 1.090
51 H 1.973 3.094 4.366  C46 1.090
52 H 3.157 4.280 3.681  C46 1.090
53 C -1.757 0.161 7.244  C54 1.586, H64 1.090, H65 1.090, H66 1.090
54 C -3.142 0.040 6.481  C53 1.586, C55 1.627, N59 1.558, C63 1.539
55 C -4.082 1.326 6.812  C54 1.627, C56 1.589, H67 1.090, H68 1.090
56 C -3.487 2.596 6.065  C55 1.589, C57 1.449, H69 1.090, H70 1.090
57 C -3.369 2.303 4.650  C56 1.449, C58 1.562, H71 1.090, H72 1.090
58 C -2.380 1.191 4.173  C57 1.562, N59 1.547, C61 1.627, C62 1.545
59 N -2.825 -0.065 4.960  C54 1.558, C58 1.547, O60 1.345
60 O -2.657 -1.213 4.280  N59 1.345
61 C -0.827 1.571 4.471  C58 1.627, H73 1.090, H74 1.090, H75 1.090
62 C -2.668 0.918 2.680  C58 1.545, H76 1.090, H77 1.090, H78 1.090
63 C -3.843 -1.252 6.939  C54 1.539, H79 1.090, H80 1.090, H81 1.090
64 H -1.810 0.239 8.330  C53 1.090
65 H -1.060 0.971 7.026  C53 1.090
66 H -1.165 -0.752 7.177  C53 1.090
67 H -4.181 1.406 7.895  C55 1.090
68 H -5.126 1.142 6.559  C55 1.090
69 H -2.527 2.815 6.532  C56 1.090
70 H -4.122 3.433 6.355  C56 1.090
71 H -2.990 3.229 4.218  C57 1.090
72 H -4.353 2.123 4.217  C57 1.090
73 H -0.337 0.602 4.377  C61 1.090
74 H -0.557 2.014 5.430  C61 1.090
75 H -0.266 2.122 3.716  C61 1.090
76 H -1.958 0.184 2.297  C62 1.090
77 H -2.548 1.814 2.072  C62 1.090
78 H -3.655 0.543 2.410  C62 1.090
79 H -3.314 -2.172 6.692  C63 1.090
80 H -4.825 -1.344 6.475  C63 1.090
81 H -4.175 -1.249 7.977  C63 1.090
82 C 3.804 -0.343 -5.355  C83 1.581, H93 1.090, H94 1.090, H95 1.090
83 C 2.383 -0.454 -6.039  C82 1.581, C84 1.600, N88 1.517, C92 1.525
84 C 1.425 -1.196 -4.994  C83 1.600, C85 1.586, H96 1.090, H97 1.090
85 C -0.129 -0.877 -4.996  C84 1.586, C86 1.556, H98 1.090, H99 1.090
86 C -0.381 0.658 -5.020  C85 1.556, C87 1.575, H100 1.090, H101 1.090
87 C 0.330 1.388 -6.222  C86 1.575, N88 1.551, C90 1.629, C91 1.555
88 N 1.806 0.920 -6.319  C83 1.517, C87 1.551, O89 1.417
89 O 2.641 2.009 -6.672  N88 1.417
90 C 0.304 2.964 -5.812  C87 1.629, H102 1.090, H103 1.090, H104 1.090
91 C -0.444 1.084 -7.535  C87 1.555, H105 1.090, H106 1.090, H107 1.090
92 C 2.397 -1.187 -7.377  C83 1.525, H108 1.090, H109 1.090, H110 1.090
93 H 4.341 -1.288 -5.281  C82 1.090
94 H 3.914 0.164 -4.397  C82 1.090
95 H 4.464 0.285 -5.955  C82 1.090
96 H 1.675 -1.020 -3.948  C84 1.090
97 H 1.714 -2.240 -4.875  C84 1.090
98 H -0.479 -1.266 -4.040  C85 1.090
99 H -0.707 -1.254 -5.840  C85 1.090
100 H -0.248 1.272 -4.129  C86 1.090
101 H -1.451 0.859 -5.090  C86 1.090
102 H 0.894 3.450 -5.035  C90 1.090
103 H -0.714 3.298 -5.614  C90 1.090
104 H 0.527 3.473 -6.750  C90 1.090
105 H 0.196 1.405 -8.357  C91 1.090
106 H -1.418 1.553 -7.670  C91 1.090
107 H -0.531 0.015 -7.731  C91 1.090
108 H 2.666 -2.235 -7.243  C92 1.090
109 H 3.185 -0.822 -8.035  C92 1.090
110 H 1.438 -1.167 -7.896  C92 1.090
111 C -3.209 0.654 -2.211  C112 1.486, H120 1.090, H121 1.090, H122 1.090
112 C -4.053 -0.037 -3.221  C111 1.486, C113 1.609, H123 1.090, H124 1.090
113 C -5.483 0.688 -3.366  C112 1.609, N114 1.490, H125 1.090, H126 1.090
114 N -6.298 0.309 -4.554  C113 1.490, C115 1.581, C116 1.545, C119 1.537
115 C -5.568 0.730 -5.892  N114 1.581, H127 1.090, H128 1.090, H129 1.090
116 C -7.678 0.997 -4.474  N114 1.545, C117 1.574, H130 1.090, H131 1.090
117 C -8.668 -0.201 -4.227  C116 1.574, C118 1.515, H132 1.090, H133 1.090
118 C -7.782 -1.322 -3.724  C117 1.515, C119 1.560, H134 1.090, H135 1.090
119 C -6.594 -1.189 -4.726  N114 1.537, C118 1.560, H136 1.090, H137 1.090
120 H -3.738 0.842 -1.277  C111 1.090
121 H -2.756 1.608 -2.479  C111 1.090
122 H -2.285 0.142 -1.945  C111 1.090
123 H -4.185 -1.074 -2.912  C112 1.090
124 H -3.461 0.016 -4.134  C112 1.090
125 H -5.103 1.697 -3.523  C113 1.090
126 H -5.942 0.493 -2.396  C113 1.090
127 H -6.305 0.335 -6.590  C115 1.090
128 H -4.582 0.294 -6.052  C115 1.090
129 H -5.544 1.785 -6.166  C115 1.090
130 H -8.003 1.473 -5.400  C116 1.090
131 H -7.705 1.730 -3.668  C116 1.090
132 H -9.061 -0.672 -5.128  C117 1.090
133 H -9.500 0.055 -3.570  C117 1.090
134 H -8.167 -2.341 -3.688  C118 1.090
135 H -7.435 -1.099 -2.715  C118 1.090
136 H -6.847 -1.372 -5.770  C119 1.090
137 H -5.755 -1.813 -4.416  C119 1.090
138 N 2.288 1.030 0.405  S139 1.481, S143 1.754
139 S 0.986 1.084 1.110  N138 1.481, O140 1.430, O141 1.450, F142 1.599, S143 2.319
140 O 0.529 -0.057 1.840  S139 1.430
141 O -0.035 2.035 0.714  S139 1.450
142 F 1.701 1.830 2.330  S139 1.599
143 S 1.670 -0.169 -0.717  N138 1.754, S139 2.319, O144 1.474, O145 1.441, F146 1.641
144 O 0.480 0.257 -1.474  S143 1.474
145 O 1.828 -1.581 -0.479  S143 1.441
146 F 2.810 0.119 -1.863  S143 1.641
147 N 5.596 -4.671 -2.916  S148 1.722, S152 1.545
148 S 4.022 -3.971 -2.914  N147 1.722, O149 1.486, O150 1.492, F151 1.622, S152 2.363
149 O 3.033 -4.662 -3.781  S148 1.486
150 O 3.858 -2.508 -2.677  S148 1.492
151 F 3.749 -4.536 -1.419  S148 1.622
152 S 6.014 -3.895 -4.185  N147 1.545, S148 2.363, O153 1.437, O154 1.432, F155 1.586
153 O 6.530 -2.569 -3.985  S152 1.437
154 O 5.485 -4.210 -5.478  S152 1.432
155 F 7.438 -4.575 -4.335  S152 1.586
156 N 3.262 -1.122 6.256  S157 1.681, S161 1.443
157 S 3.976 -0.628 7.696  N156 1.681, O158 1.463, O159 1.433, F160 1.611, S161 2.380
158 O 3.205 -0.837 8.922  S157 1.463
159 O 5.111 0.237 7.567  S157 1.433
160 F 4.744 -2.044 7.700  S157 1.611
161 S 2.484 0.059 5.974  N156 1.443, S157 2.380, O162 1.479, O163 1.480, F164 1.619
162 O 3.205 1.343 5.836  S161 1.479
163 O 1.031 -0.101 6.211  S161 1.480
164 F 2.415 -0.216 4.380  S161 1.619